No. 1
This record from the OMol25 dataset describes a single C18H14N2O4 molecule in a non-equilibrium geometry. The level of theory is the ωB97M-V functional and the def2-TZVPD basis.

Results
Structure (SMILES): N#Cc1c(O)cccc1/C=C(/O)C(=O)N/C=C\c1ccc(O)cc1
HOMO energy: -7.891 eV

Element x y z (Å)
O (-2.14, -5.52, 1.61)
O (1.20, 4.03, 2.54)
O (0.00, 1.64, 3.42)
O (0.99, 1.51, -4.18)
N (-0.55, 0.84, 1.45)
N (-0.16, 4.25, -2.43)
C (2.36, 0.84, -0.22)
C (-1.44, -0.31, -0.47)
C (-2.16, -4.14, 1.26)
C (1.66, 3.02, 0.39)
C (-2.51, -2.52, -0.49)
C (2.05, -0.06, -2.56)
C (-0.90, -2.11, 1.29)
C (-1.60, -1.61, 0.16)
C (1.05, 2.91, 1.71)
C (0.51, 3.30, -2.15)
C (1.35, 1.16, -2.92)
C (2.60, -0.14, -1.22)
C (1.68, 1.90, -0.65)
C (-0.93, 0.82, 0.15)
C (-1.18, -3.30, 1.86)
C (0.12, 1.79, 2.17)
C (1.26, 2.11, -1.94)
C (-2.82, -3.74, 0.16)
H (-0.86, 0.04, 2.03)
H (2.17, -0.73, -3.34)
H (-0.42, -3.59, 2.53)
H (0.99, 3.74, 3.48)
H (2.96, 0.69, 0.66)
H (-0.07, -1.56, 1.63)
H (-2.15, -5.67, 2.58)
H (-2.96, -2.25, -1.44)
H (0.89, 2.43, -4.25)
H (-3.59, -4.31, -0.31)
H (-0.93, 1.79, -0.38)
H (3.15, -1.01, -0.87)
H (2.23, 3.96, 0.22)
H (-1.86, -0.19, -1.47)

These are the Mulliken partial charges, in e, on atoms 1 to 8: O -0.525; O -0.531; O -0.736; O -0.571; N -0.287; N -0.578; C -0.262; C -1.045

***

No. 2
This record from the OMol25 dataset describes a molecular structure, C39H50NO3PSSbSiV. The level of theory is the ωB97M-V functional and the def2-TZVPD basis.

Results
⟨S²⟩: 2.13
Total charge: +2
HOMO energy (spin up / spin down): -13.675 / -12.860 eV
Spin multiplicity: 3

Element x y z (Å)
Sb (-0.43, -0.08, -2.28)
V (0.44, 0.14, 0.27)
S (0.15, -1.80, 2.54)
P (0.38, 2.14, 1.95)
Si (2.82, -0.01, -0.53)
O (-0.96, 1.38, 2.40)
O (0.05, 2.25, 0.31)
O (0.16, 3.63, 2.46)
N (0.30, -1.67, 0.91)
C (0.48, 0.83, -3.92)
C (3.79, -3.53, 2.87)
C (-2.54, 2.37, 3.97)
C (0.93, 4.22, -0.87)
C (3.89, -3.69, 4.24)
C (1.09, 2.80, -5.17)
C (0.56, 5.59, 3.78)
C (-2.05, -3.20, -4.84)
C (-3.00, 0.80, -0.93)
C (-1.84, -5.30, 2.66)
C (3.04, -1.65, -1.43)
C (3.95, 0.08, 0.98)
C (-1.46, -4.28, -2.78)
C (-2.27, -2.63, 3.36)
C (-0.30, 3.47, -0.44)
C (-3.05, -4.90, 3.20)
C (2.65, -2.95, 2.31)
C (-1.04, -1.93, -3.07)
C (1.84, 2.01, -6.04)
C (1.23, 0.05, -4.80)
C (1.64, -2.55, 3.16)
C (3.28, 1.36, -1.72)
C (-2.82, 1.72, -3.14)
C (-1.99, -4.34, -4.06)
C (-1.58, -1.99, -4.35)
C (0.42, 2.21, -4.11)
C (-4.24, 1.40, -0.78)
C (-2.27, 0.96, -2.11)
C (-3.27, -3.58, 3.56)
C (-0.83, -4.37, 2.46)
C (-2.29, 1.98, 2.54)
C (-4.05, 2.33, -2.99)
C (-4.77, 2.17, -1.81)
C (1.91, 0.64, -5.85)
C (1.19, 4.34, 3.24)
C (-1.07, -3.05, 2.81)
C (-0.99, -3.08, -2.28)
C (1.72, -2.69, 4.54)
C (2.86, -3.27, 5.08)
H (3.77, 2.18, -1.19)
H (2.02, 4.55, 2.57)
H (-1.81, 3.11, 4.30)
H (3.98, 0.97, -2.46)
H (2.77, -2.53, -0.85)
H (4.77, -4.14, 4.67)
H (0.25, 6.25, 2.98)
H (-0.90, 3.11, -1.27)
H (-0.31, 5.35, 4.40)
H (-0.94, 4.06, 0.21)
H (2.58, -2.81, 1.25)
H (2.49, 0.03, -6.53)
H (-2.28, 1.84, -4.08)
H (-4.47, 2.92, -3.80)
H (4.35, 1.09, 1.07)
H (1.54, 4.50, -0.01)
H (-2.36, -5.28, -4.45)
H (1.29, 6.12, 4.41)
H (-3.53, 2.81, 4.06)
H (1.29, -1.03, -4.67)
H (-2.42, -1.60, 3.63)
H (1.03, 3.87, -5.33)
H (-2.46, -3.25, -5.84)
H (-1.62, -1.11, -4.98)
H (1.54, 3.64, -1.56)
H (2.46, -1.67, -2.36)
H (-2.62, 0.18, -0.12)
H (4.79, -0.61, 0.88)
H (4.59, -3.86, 2.22)
H (-4.81, 1.26, 0.13)
H (0.13, -4.68, 2.07)
H (0.34, -2.58, 0.46)
H (-1.68, -6.33, 2.40)
H (0.63, 5.14, -1.37)
H (2.36, 2.47, -6.87)
H (0.92, -2.37, 5.19)
H (-2.48, 1.51, 4.63)
H (3.45, -0.16, 1.93)
H (-0.58, -3.04, -1.28)
H (2.95, -3.39, 6.15)
H (-1.42, -5.18, -2.17)
H (-3.83, -5.63, 3.36)
H (1.53, 3.67, 4.03)
H (-2.37, 2.82, 1.85)
H (-2.98, 1.20, 2.20)
H (2.44, 1.77, -2.29)
H (-0.17, 2.84, -3.44)
H (-5.74, 2.64, -1.69)
H (-4.22, -3.28, 3.99)
H (4.09, -1.75, -1.72)

These are the Mulliken partial charges, in e, on atoms 1 to 8: Sb 1.573; V 0.689; S 0.176; P -0.413; Si 0.899; O 0.273; O -0.062; O -0.212

***

No. 3
This record from the OMol25 dataset describes a single C5H7ClN2O2 molecule in a non-equilibrium geometry. The level of theory is the ωB97M-V functional and the def2-TZVPD basis.

Results
Structure (SMILES): CC(=O)[C@H]1C=N[C@H](Cl)NO1
HOMO energy: -9.659 eV

Element x y z (Å)
Cl (-3.97, 0.02, 0.16)
O (-0.33, 0.98, -0.47)
O (2.23, -1.52, -0.02)
N (-1.70, 1.11, -0.42)
N (-1.63, -1.27, 0.55)
C (0.25, -0.37, -0.65)
C (-2.25, 0.01, 0.61)
C (2.31, 0.81, 0.48)
C (-0.57, -1.37, -0.09)
C (1.72, -0.43, 0.02)
H (0.72, -0.32, -1.67)
H (-0.11, -2.37, -0.03)
H (3.35, 0.61, 0.71)
H (-1.96, 0.75, -1.38)
H (2.46, 1.40, -0.44)
H (-2.20, 0.54, 1.59)
H (1.67, 1.42, 1.04)

These are the Mulliken partial charges, in e, on atoms 1 to 8: Cl -0.184; O -0.284; O -0.539; N -0.417; N -0.437; C 0.272; C 0.121; C -1.233

***

No. 4
This record from the OMol25 dataset describes a single C6H7NO molecule in a non-equilibrium geometry. The level of theory is the ωB97M-V functional and the def2-TZVPD basis.

Results
Structure (SMILES): C1=NO[C@H]2CCC=C12
HOMO energy: -8.896 eV

Element x y z (Å)
O (-1.14, -1.16, -0.14)
N (-2.02, -0.08, -0.37)
C (1.28, -1.13, -0.08)
C (-1.55, 1.01, 0.03)
C (-0.05, -0.65, 0.57)
C (-0.11, 0.77, 0.35)
C (1.06, 1.29, -0.04)
C (2.03, 0.25, -0.22)
H (1.22, 2.32, -0.12)
H (2.79, 0.27, 0.57)
H (-2.01, 2.04, -0.06)
H (-0.10, -0.89, 1.60)
H (1.02, -1.46, -1.12)
H (1.84, -1.94, 0.31)
H (2.52, 0.33, -1.18)

These are the Mulliken partial charges, in e, on atoms 1 to 8: O -0.273; N -0.354; C -0.978; C -0.278; C 0.347; C 0.178; C -0.523; C -0.457

***

No. 5
This record from the OMol25 dataset describes a molecular structure, C25H24N7O4S2SbSe4Ti. The level of theory is the ωB97M-V functional and the def2-TZVPD basis.

Results
Total charge: -2
HOMO energy: -2.163 eV

Element x y z (Å)
Sb (4.12, 6.71, 0.06)
Se (2.41, 6.06, -1.52)
Se (1.35, 0.46, 1.95)
Se (-0.53, 1.45, 2.90)
Se (4.70, 9.00, -0.24)
Ti (-0.91, -0.45, 1.38)
S (-3.59, -0.43, 0.72)
S (-0.56, 3.85, -2.35)
O (3.09, 0.41, -3.01)
O (-3.03, -0.01, 2.03)
O (-2.37, -0.57, -0.14)
O (-4.63, 0.39, 0.18)
N (-0.97, -3.30, 1.28)
N (-0.44, 1.53, -1.15)
N (2.66, 2.61, -2.79)
N (0.15, -1.67, 0.06)
N (5.09, 1.30, 1.48)
N (-1.18, -2.21, 2.14)
N (0.56, 3.30, 0.02)
C (0.12, -3.95, -0.74)
C (-2.31, -3.88, 3.53)
C (-2.93, -4.22, 4.72)
C (-0.10, 2.78, -1.02)
C (-1.88, -1.68, 4.40)
C (-1.45, 0.09, -2.88)
C (-1.78, 2.40, -4.44)
C (3.81, 1.44, -1.00)
C (3.15, 1.43, -2.35)
C (-2.02, 0.03, -4.14)
C (-1.04, 1.32, -2.38)
C (1.00, -1.36, -0.95)
C (-1.21, 2.46, -3.18)
C (-4.22, -2.06, 0.90)
C (4.72, 2.46, 0.96)
C (-0.26, -2.96, 0.23)
C (4.81, 0.20, 0.78)
C (-1.78, -2.59, 3.34)
C (4.08, 2.59, -0.27)
C (-3.04, -3.31, 5.76)
C (1.44, -2.27, -1.86)
C (4.19, 0.22, -0.45)
C (-2.19, 1.17, -4.92)
C (0.96, -3.61, -1.75)
C (-2.51, -2.04, 5.58)
H (-4.97, -2.04, 1.69)
H (-2.64, 1.10, -5.90)
H (-3.33, -5.23, 4.83)
H (3.97, -0.69, -0.99)
H (1.29, -0.32, -1.01)
H (-2.21, -4.59, 2.72)
H (-1.46, -0.69, 4.29)
H (2.10, -1.96, -2.65)
H (1.27, -4.36, -2.47)
H (2.60, 3.44, -2.22)
H (2.11, 2.58, -3.64)
H (3.81, 3.58, -0.62)
H (-2.33, -0.94, -4.53)
H (-0.25, -4.96, -0.61)
H (0.93, 2.64, 0.70)
H (-3.53, -3.59, 6.68)
H (-1.32, -0.80, -2.28)
H (-1.90, 3.30, -5.04)
H (4.94, 3.35, 1.54)
H (-2.57, -1.31, 6.38)
H (-3.40, -2.73, 1.15)
H (-4.67, -2.34, -0.05)
H (1.02, 4.20, -0.09)
H (5.10, -0.74, 1.23)

These are the Mulliken partial charges, in e, on atoms 1 to 8: Sb 0.283; Se -0.535; Se -0.476; Se -0.535; Se -0.628; Ti 0.667; S 1.331; S -0.263

***

No. 6
This record from the OMol25 dataset describes a molecular structure, C3H10NS in a non-equilibrium geometry. The level of theory is the ωB97M-V functional and the def2-TZVPD basis.

Results
Total charge: +1
HOMO energy: -13.858 eV

Element x y z (Å)
S (0.33, -0.99, 0.30)
N (-0.96, 1.42, 0.85)
C (1.95, -0.15, 0.07)
C (-0.09, -1.42, -1.44)
C (-1.80, 2.07, 0.17)
H (-0.90, -2.14, -1.45)
H (-0.35, -0.53, -2.02)
H (1.84, 0.78, -0.56)
H (-0.53, 0.37, 0.53)
H (-2.44, 1.65, -0.56)
H (-1.86, 3.18, 0.28)
H (2.64, -0.78, -0.55)
H (-0.45, 1.99, 1.53)
H (0.78, -1.91, -1.87)
H (2.27, 0.18, 1.07)

These are the Mulliken partial charges, in e, on atoms 1 to 8: S -0.085; N -0.167; C -0.797; C -0.780; C -0.100; H 0.330; H 0.313; H 0.325

***

No. 7
This record from the OMol25 dataset describes a single ClH2NO molecule in a non-equilibrium geometry. The level of theory is the ωB97M-V functional and the def2-TZVPD basis.

Results
Structure (SMILES): NOCl
HOMO energy: -10.128 eV

Element x y z (Å)
Cl (1.56, -0.96, 0.79)
O (-0.06, -0.81, 0.48)
N (-0.19, 0.46, -0.43)
H (-0.87, 0.11, -1.09)
H (-0.44, 1.20, 0.25)

Formally, the Mulliken partial charges of the atoms, in units of the elementary charge, are as follows: Cl 0.041; O -0.220; N -0.361; H 0.257; H 0.282

***

In order of appearance, energy above the lowest of the compared OMol25 structures with the same formula, charge and spin = 337.4; 0.0; 223.9; 281.4; 0.0; 143.5; 88.0 kJ/mol.